No. 1
9
Properties=species:S:1:pos:R:3 method="wB97M-V/def2-TZVPD" e_above_lowest_kcal_mol=12.03 e_tot_ha=-685.7963 lumo_ev=0.47 spin_multiplicity=1 homo_energy_ev=-8.8594 total_charge=0 gap_ev=9.33 smiles="N#C/C(Cl)=C/N"
Cl -0.015 2.104 -0.001
N -1.597 -0.348 0.001
N 3.159 0.142 -0.043
C 2.012 0.280 0.059
C 0.647 0.450 0.067
C -0.262 -0.546 0.009
H -2.204 -1.150 -0.070
H -1.908 0.624 -0.011
H 0.168 -1.555 -0.011

***

No. 2
42
Properties=species:S:1:pos:R:3 method="wB97M-V/def2-TZVPD" e_tot_ha=-1229.4595 lumo_ev=0.40 spin_multiplicity=1 homo_energy_ev=-9.0541 total_charge=0 gap_ev=9.46 smiles="CCCN[C@@](C[C@H](C)I)(CC(N)(N)N)OC(=O)OC#N"
I -2.574 -1.823 1.369
O 1.098 0.084 -3.160
O -0.231 1.407 -1.690
O 1.730 2.084 -2.405
N -0.463 -0.986 -1.185
N 1.372 1.621 2.394
N 3.151 0.412 -4.486
N 1.090 2.870 0.427
N 2.425 0.796 0.505
C 0.730 -1.750 -0.830
C -2.171 0.628 -0.690
C 2.252 0.168 -3.816
C 0.820 -3.350 1.210
C -0.093 0.653 0.721
C 1.211 1.471 0.912
C -3.536 1.047 1.487
C -3.094 0.011 0.369
C 0.428 -3.193 -0.288
C 0.900 1.224 -2.356
C -0.612 0.357 -0.704
H -2.511 0.323 -1.692
H -0.623 -3.458 -0.446
H 1.752 -3.923 1.309
H 0.047 -0.296 1.255
H 1.429 -1.295 -0.124
H -0.853 1.189 1.301
H 1.019 -2.381 1.694
H 0.033 -3.831 1.807
H 3.181 1.041 1.132
H -0.650 -1.015 -2.177
H 0.595 2.173 2.749
H -2.893 1.929 1.392
H -2.292 1.724 -0.658
H 1.135 3.496 1.225
H 1.309 -1.936 -1.752
H 1.966 3.050 -0.054
H 1.221 0.711 2.828
H -4.594 1.305 1.372
H 1.011 -3.941 -0.845
H -3.399 0.594 2.475
H 2.719 1.037 -0.435
H -4.037 -0.225 -0.138